{
  "formula": "CH5FOP2",
  "method": "wB97M-V/def2-TZVPD",
  "symbols": ["C", "O", "F", "P", "P", "H", "H", "H", "H", "H"],
  "xyz": [[-0.2247, -1.5794, -0.5376], [-0.3904, -0.3288, -1.2054], [0.5924, 1.1930, 2.8465], [-0.1748, 1.2296, 1.3019], [0.6587, 0.9638, -1.0359], [-0.7313, -1.6611, 0.3536], [0.7836, -1.7132, -0.3428], [-0.4691, -2.3946, -1.3387], [-0.4334, 1.7976, -1.1141], [0.3890, 2.4930, 1.0724]],
  "atomic_forces_ev_per_a": [[0.248, -0.674, -4.608], [-0.160, 0.038, -0.327], [-0.325, -0.628, -2.188], [1.004, 0.718, 0.776], [-0.254, -2.086, 2.223], [-1.695, -0.037, 1.818], [2.234, -0.415, 0.579], [-0.025, 1.318, 1.778], [-0.552, 1.098, -0.014], [-0.476, 0.669, -0.037]],
  "homo_ev": -8.65,
  "gap_ev": 8.111,
  "relative_energy_kcal_mol": 42.4,
  "energy_ev": -24458.819,
  "smiles": "CO[PH]#[PH]F"
}


{
  "formula": "C34H31NO7",
  "method": "wB97M-V/def2-TZVPD",
  "symbols": ["C", "O", "C", "C", "C", "C", "C", "C", "C", "C", "C", "C", "C", "C", "C", "C", "C", "C", "C", "O", "C", "C", "C", "C", "C", "H", "H", "H", "H", "H", "H", "H", "H", "H", "H", "H", "H", "H", "H", "H", "H", "H", "H", "H", "H", "H", "C", "C", "O", "C", "C", "C", "O", "C", "C", "C", "C", "N", "O", "O", "C", "C", "O", "H", "H", "H", "H", "H", "H", "H", "H", "H", "H"],
  "xyz": [[0.2660, -5.2045, -6.7451], [0.6639, -3.9087, -6.2391], [0.5300, -3.6272, -4.9136], [1.0164, -2.3661, -4.4891], [0.9841, -2.0196, -3.1543], [0.3201, -2.8310, -2.2080], [0.2180, -2.4276, -0.8045], [1.2778, -1.7366, -0.1709], [1.2477, -1.1585, 1.0905], [2.4329, -0.7292, 1.7956], [2.3833, -0.4023, 3.1781], [3.5201, 0.0032, 3.8635], [4.7485, 0.1156, 3.1928], [4.8244, -0.2103, 1.8326], [3.6940, -0.6474, 1.1472], [-0.9943, -2.7770, -0.0632], [-2.2594, -2.5267, -0.6414], [-3.4135, -2.7731, 0.0635], [-3.3492, -3.4305, 1.3137], [-4.5473, -3.6427, 1.9227], [-4.6141, -4.3337, 3.1904], [-2.0908, -3.7853, 1.8593], [-0.9346, -3.3816, 1.2059], [-0.2234, -4.0601, -2.6582], [-0.0597, -4.4993, -3.9638], [0.4753, -5.1395, -7.8136], [0.8648, -6.0099, -6.2970], [-0.8060, -5.3846, -6.5856], [1.4323, -1.6982, -5.2375], [1.4178, -1.0767, -2.8263], [2.1857, -1.6153, -0.7684], [0.2981, -1.0480, 1.6146], [1.4260, -0.4897, 3.6921], [3.4559, 0.2265, 4.9294], [5.6375, 0.4546, 3.7240], [5.7739, -0.1460, 1.2999], [3.7766, -0.9520, 0.1044], [-2.3162, -2.0939, -1.6384], [-4.3857, -2.4922, -0.3226], [-5.6826, -4.3512, 3.4117], [-4.2317, -5.3604, 3.1026], [-4.0784, -3.7818, 3.9751], [-2.0274, -4.3321, 2.7998], [0.0404, -3.5776, 1.6549], [-0.7591, -4.6993, -1.9563], [-0.4039, -5.4909, -4.2655], [-2.9888, 2.7675, -3.0731], [-2.1397, 3.5032, -2.0723], [-1.8022, 2.5438, -1.0497], [-0.9768, 3.1222, -0.1368], [-0.5452, 2.2536, 0.9278], [0.2369, 2.6901, 2.0206], [0.6628, 1.8784, 2.8646], [0.5683, 4.1780, 2.1889], [-0.3986, 5.1962, 2.1927], [-0.0525, 6.5259, 2.3889], [1.3029, 6.8630, 2.5611], [1.7026, 8.2351, 2.5968], [2.9266, 8.4914, 2.6894], [0.8306, 9.1307, 2.5207], [2.2811, 5.8551, 2.6011], [1.8992, 4.5272, 2.4565], [-0.6707, 4.3089, -0.2998], [-3.3200, 3.4344, -3.8725], [-2.4025, 1.9588, -3.5225], [-3.8738, 2.3458, -2.5846], [-1.2257, 3.8906, -2.5414], [-2.6869, 4.3578, -1.6494], [-0.7812, 1.2013, 0.8418], [-1.4516, 4.9633, 2.0622], [-0.7984, 7.3162, 2.4013], [3.3208, 6.1359, 2.7403], [2.6488, 3.7436, 2.5456]],
  "atomic_forces_ev_per_a": [[0.113, 0.488, 0.206], [-0.153, -0.254, 0.673], [-0.129, -0.196, 0.179], [-0.009, -0.511, -0.173], [-0.204, -0.064, 0.046], [-0.046, -0.251, -0.202], [0.219, 0.475, 0.514], [-0.263, -0.005, -0.818], [0.278, -0.220, 0.173], [0.575, 0.268, 0.187], [-0.420, -0.046, -0.484], [0.364, -0.095, -0.090], [-0.654, -0.088, -0.064], [-0.226, -0.202, -0.252], [-0.017, -0.005, 0.333], [-0.017, -0.221, 0.030], [0.192, -0.073, 0.020], [0.045, -0.401, 0.452], [0.195, 0.063, 0.325], [0.620, -0.236, 0.008], [0.064, 0.285, -0.498], [-0.716, 0.287, -0.025], [0.006, 0.030, -0.232], [0.087, 0.255, 0.238], [0.170, 0.429, -0.599], [-0.079, -0.120, 0.182], [-0.155, 0.245, -0.043], [0.266, 0.074, 0.006], [0.022, -0.126, 0.134], [-0.157, -0.107, -0.159], [-0.270, -0.290, 0.325], [0.163, -0.100, -0.032], [0.274, 0.218, -0.126], [-0.005, -0.001, -0.363], [-0.236, -0.096, -0.122], [-0.253, 0.015, 0.194], [0.120, 0.267, 0.287], [0.031, 0.030, 0.243], [0.063, -0.070, 0.001], [0.243, -0.075, 0.088], [-0.050, 0.277, 0.012], [-0.084, -0.132, -0.237], [-0.018, 0.239, -0.239], [-0.280, -0.083, -0.158], [0.222, 0.147, -0.084], [0.034, 0.408, 0.159], [-0.117, -0.254, -0.169], [-0.271, -0.190, -0.341], [-0.151, 0.433, -0.480], [0.916, 0.767, 0.790], [-0.004, 0.832, -0.492], [-0.685, -0.249, -0.808], [0.492, 0.097, 0.580], [0.247, 0.073, 0.516], [0.044, 0.037, 0.314], [0.572, 0.100, 0.119], [-0.416, -1.646, -0.413], [0.889, 2.617, 0.155], [-2.147, -0.429, -0.131], [1.466, -1.716, 0.166], [-0.310, 0.496, 0.041], [-0.256, 0.022, -0.089], [-0.087, -0.750, 0.145], [0.034, -0.005, 0.057], [-0.198, 0.008, 0.016], [0.117, -0.004, -0.130], [-0.230, -0.069, 0.208], [0.254, -0.281, 0.033], [-0.105, -0.020, 0.179], [0.257, -0.113, -0.087], [0.152, -0.210, -0.070], [-0.213, -0.070, -0.010], [-0.176, 0.093, -0.114]],
  "homo_ev": -6.38,
  "gap_ev": 3.604,
  "energy_ev": -51577.369
}